w | Molecular formula: C52H104O13
Method: DFT, ωB97M-V/def2-TZVPD

Last columns: bonded neighbours and bond lengths (Å).
Element x y z (Å)
1 C 2.20 -26.00 1.04  C2 1.521, C5 1.514, H6 1.090, H7 1.090
2 C 2.57 -24.53 1.21  C1 1.521, C3 1.522, H8 1.090, H9 1.090
3 C 4.06 -24.55 1.50  C2 1.522, O4 1.418, H10 1.090, H11 1.090
4 O 4.30 -25.80 2.13  C3 1.418, C5 1.491
5 C 3.15 -26.74 1.96  C1 1.514, O4 1.491, H12 1.090, H13 1.090
6 H 2.40 -26.32 0.02  C1 1.090
7 H 1.19 -26.27 1.33  C1 1.090
8 H 1.98 -24.00 1.96  C2 1.090
9 H 2.31 -24.01 0.29  C2 1.090
10 H 4.38 -23.71 2.11  C3 1.090
11 H 4.70 -24.43 0.62  C3 1.090
12 H 2.66 -27.10 2.86  C5 1.090
13 H 3.39 -27.64 1.40  C5 1.090
14 C 6.37 -30.38 -5.72  C15 1.536, C18 1.511, H19 1.090, H20 1.090
15 C 6.73 -30.62 -7.19  C14 1.536, C16 1.564, H21 1.090, H22 1.090
16 C 5.42 -31.24 -7.80  C15 1.564, O17 1.439, H23 1.090, H24 1.090
17 O 4.44 -31.20 -6.74  C16 1.439, C18 1.427
18 C 4.87 -30.26 -5.75  C14 1.511, O17 1.427, H25 1.090, H26 1.090
19 H 6.85 -29.44 -5.45  C14 1.090
20 H 6.73 -31.17 -5.06  C14 1.090
21 H 7.54 -31.32 -7.40  C15 1.090
22 H 6.95 -29.69 -7.71  C15 1.090
23 H 5.61 -32.23 -8.21  C16 1.090
24 H 5.05 -30.68 -8.66  C16 1.090
25 H 4.44 -30.38 -4.76  C18 1.090
26 H 4.51 -29.28 -6.05  C18 1.090
27 C 5.97 -21.13 -5.69  C28 1.560, C31 1.557, H32 1.090, H33 1.090
28 C 7.25 -20.77 -6.51  C27 1.560, C29 1.534, H34 1.090, H35 1.090
29 C 7.57 -22.03 -7.34  C28 1.534, O30 1.463, H36 1.090, H37 1.090
30 O 6.49 -22.96 -7.02  C29 1.463, C31 1.481
31 C 5.30 -22.16 -6.65  C27 1.557, O30 1.481, H38 1.090, H39 1.090
32 H 5.28 -20.33 -5.45  C27 1.090
33 H 6.18 -21.69 -4.78  C27 1.090
34 H 8.06 -20.60 -5.81  C28 1.090
35 H 7.11 -19.95 -7.21  C28 1.090
36 H 8.54 -22.33 -6.94  C29 1.090
37 H 7.54 -21.71 -8.38  C29 1.090
38 H 4.61 -22.88 -6.20  C31 1.090
39 H 4.73 -21.77 -7.49  C31 1.090
40 C -0.36 -31.59 -7.20  C41 1.518, C44 1.515, H45 1.090, H46 1.090
41 C 0.94 -31.71 -6.42  C40 1.518, C42 1.494, H47 1.090, H48 1.090
42 C 1.31 -30.28 -6.16  C41 1.494, O43 1.446, H49 1.090, H50 1.090
43 O 0.31 -29.50 -6.85  C42 1.446, C44 1.381
44 C -0.88 -30.20 -6.91  C40 1.515, O43 1.381, H51 1.090, H52 1.090
45 H -1.06 -32.34 -6.83  C40 1.090
46 H -0.18 -31.73 -8.27  C40 1.090
47 H 1.75 -32.18 -6.98  C41 1.090
48 H 0.81 -32.34 -5.54  C41 1.090
49 H 2.24 -30.15 -6.72  C42 1.090
50 H 1.27 -29.95 -5.12  C42 1.090
51 H -1.49 -29.61 -7.58  C44 1.090
52 H -1.30 -30.19 -5.90  C44 1.090
53 C -1.01 -21.95 -7.00  C54 1.499, C57 1.497, H58 1.090, H59 1.090
54 C -0.55 -23.17 -6.27  C53 1.499, C55 1.557, H60 1.090, H61 1.090
55 C -1.80 -23.59 -5.44  C54 1.557, O56 1.379, H62 1.090, H63 1.090
56 O -2.37 -22.38 -5.10  C55 1.379, C57 1.433
57 C -2.00 -21.36 -6.03  C53 1.497, O56 1.433, H64 1.090, H65 1.090
58 H -1.68 -22.06 -7.85  C53 1.090
59 H -0.31 -21.16 -7.26  C53 1.090
60 H 0.37 -23.00 -5.71  C54 1.090
61 H -0.17 -23.95 -6.93  C54 1.090
62 H -1.54 -24.34 -4.69  C55 1.090
63 H -2.60 -24.08 -5.98  C55 1.090
64 H -1.41 -20.61 -5.51  C57 1.090
65 H -2.82 -20.84 -6.52  C57 1.090
66 C -0.31 -22.20 -2.70  C67 1.507, C70 1.490, H71 1.090, H72 1.090
67 C 0.80 -22.29 -1.69  C66 1.507, C68 1.587, H73 1.090, H74 1.090
68 C -0.09 -22.77 -0.47  C67 1.587, O69 1.460, H75 1.090, H76 1.090
69 O -1.37 -22.10 -0.67  C68 1.460, C70 1.458
70 C -1.51 -21.60 -2.04  C66 1.490, O69 1.458, H77 1.090, H78 1.090
71 H -0.66 -23.18 -3.02  C66 1.090
72 H 0.00 -21.68 -3.61  C66 1.090
73 H 1.27 -21.34 -1.42  C67 1.090
74 H 1.64 -22.96 -1.89  C67 1.090
75 H 0.39 -22.49 0.47  C68 1.090
76 H -0.26 -23.84 -0.54  C68 1.090
77 H -1.40 -20.52 -1.98  C70 1.090
78 H -2.42 -21.98 -2.50  C70 1.090
79 C -2.49 -26.47 -9.71  C80 1.559, C83 1.525, H84 1.090, H85 1.090
80 C -1.04 -26.46 -10.30  C79 1.559, C81 1.529, H86 1.090, H87 1.090
81 C -0.27 -26.88 -9.05  C80 1.529, O82 1.402, H88 1.090, H89 1.090
82 O -1.15 -26.82 -7.96  C81 1.402, C83 1.452
83 C -2.30 -25.99 -8.27  C79 1.525, O82 1.452, H90 1.090, H91 1.090
84 H -2.94 -27.46 -9.69  C79 1.090
85 H -3.20 -25.87 -10.28  C79 1.090
86 H -0.83 -25.41 -10.46  C80 1.090
87 H -0.81 -26.96 -11.24  C80 1.090
88 H 0.71 -26.42 -8.92  C81 1.090
89 H -0.02 -27.89 -9.38  C81 1.090
90 H -2.01 -24.95 -8.13  C83 1.090
91 H -3.11 -26.22 -7.58  C83 1.090
92 C 8.06 -23.86 -2.15  C93 1.533, C96 1.524, H97 1.090, H98 1.090
93 C 6.91 -24.09 -3.14  C92 1.533, C94 1.536, H99 1.090, H100 1.090
94 C 5.66 -23.68 -2.35  C93 1.536, O95 1.451, H101 1.090, H102 1.090
95 O 6.11 -22.65 -1.43  C94 1.451, C96 1.474
96 C 7.56 -22.79 -1.18  C92 1.524, O95 1.474, H103 1.090, H104 1.090
97 H 8.91 -23.56 -2.76  C92 1.090
98 H 8.38 -24.77 -1.64  C92 1.090
99 H 6.95 -25.10 -3.56  C93 1.090
100 H 7.12 -23.47 -4.01  C93 1.090
101 H 5.25 -24.58 -1.88  C94 1.090
102 H 5.03 -23.40 -3.19  C94 1.090
103 H 7.75 -23.04 -0.14  C96 1.090
104 H 8.13 -21.92 -1.49  C96 1.090
105 C 3.11 -26.54 -5.44  C106 1.520, C109 1.529, H110 1.090, H111 1.090
106 C 3.42 -25.63 -4.26  C105 1.520, C107 1.508, H112 1.090, H113 1.090
107 C 2.09 -25.28 -3.64  C106 1.508, O108 1.395, H114 1.090, H115 1.090
108 O 1.08 -25.71 -4.50  C107 1.395, C109 1.420
109 C 1.64 -26.84 -5.15  C105 1.529, O108 1.420, H116 1.090, H117 1.090
110 H 3.83 -27.36 -5.54  C105 1.090
111 H 3.18 -25.90 -6.31  C105 1.090
112 H 3.96 -24.83 -4.76  C106 1.090
113 H 4.08 -26.10 -3.54  C106 1.090
114 H 2.05 -24.20 -3.56  C107 1.090
115 H 1.99 -25.67 -2.63  C107 1.090
116 H 0.98 -27.10 -5.98  C109 1.090
117 H 1.40 -27.73 -4.56  C109 1.090
118 C -2.12 -27.52 -4.18  C119 1.463, C122 1.561, H123 1.090, H124 1.090
119 C -2.23 -26.87 -2.87  C118 1.463, C120 1.546, H125 1.090, H126 1.090
120 C -3.51 -27.51 -2.29  C119 1.546, O121 1.452, H127 1.090, H128 1.090
121 O -4.22 -28.14 -3.39  C120 1.452, C122 1.415
122 C -3.59 -27.81 -4.61  C118 1.561, O121 1.415, H129 1.090, H130 1.090
123 H -1.60 -28.44 -3.93  C118 1.090
124 H -1.45 -27.03 -4.89  C118 1.090
125 H -2.35 -25.79 -2.95  C119 1.090
126 H -1.36 -26.95 -2.23  C119 1.090
127 H -4.19 -26.75 -1.90  C120 1.090
128 H -3.26 -28.16 -1.45  C120 1.090
129 H -4.07 -27.01 -5.19  C122 1.090
130 H -3.60 -28.69 -5.25  C122 1.090
131 C 8.80 -25.98 -5.95  C132 1.519, C135 1.487, H136 1.090, H137 1.090
132 C 7.77 -25.95 -7.07  C131 1.519, C133 1.505, H138 1.090, H139 1.090
133 C 6.52 -26.20 -6.27  C132 1.505, O134 1.512, H140 1.090, H141 1.090
134 O 7.03 -26.85 -5.01  C133 1.512, C135 1.397
135 C 8.41 -27.09 -5.03  C131 1.487, O134 1.397, H142 1.090, H143 1.090
136 H 8.47 -25.07 -5.46  C131 1.090
137 H 9.79 -25.90 -6.38  C131 1.090
138 H 7.96 -26.71 -7.83  C132 1.090
139 H 7.74 -24.98 -7.57  C132 1.090
140 H 5.91 -26.87 -6.88  C133 1.090
141 H 6.00 -25.28 -6.01  C133 1.090
142 H 8.60 -28.09 -5.42  C135 1.090
143 H 8.79 -27.07 -4.01  C135 1.090
144 C 0.80 -30.71 -2.39  C145 1.492, C148 1.571, H149 1.090, H150 1.090
145 C 1.07 -29.27 -2.09  C144 1.492, C146 1.557, H151 1.090, H152 1.090
146 C 0.88 -29.21 -0.55  C145 1.557, O147 1.442, H153 1.090, H154 1.090
147 O -0.04 -30.30 -0.32  C146 1.442, C148 1.368
148 C -0.47 -30.90 -1.47  C144 1.571, O147 1.368, H155 1.090, H156 1.090
149 H 1.57 -31.39 -2.04  C144 1.090
150 H 0.60 -31.07 -3.40  C144 1.090
151 H 0.31 -28.62 -2.53  C145 1.090
152 H 2.05 -28.82 -2.26  C145 1.090
153 H 0.34 -28.39 -0.07  C146 1.090
154 H 1.79 -29.38 0.01  C146 1.090
155 H -1.37 -30.43 -1.85  C148 1.090
156 H -0.75 -31.93 -1.27  C148 1.090
157 C 5.22 -28.89 -1.99  C158 1.522, C161 1.494, H162 1.090, H163 1.090
158 C 5.14 -28.15 -0.66  C157 1.522, C159 1.530, H164 1.090, H165 1.090
159 C 6.49 -27.49 -0.40  C158 1.530, O160 1.444, H166 1.090, H167 1.090
160 O 7.28 -27.98 -1.50  C159 1.444, C161 1.464
161 C 6.68 -29.18 -2.08  C157 1.494, O160 1.464, H168 1.090, H169 1.090
162 H 4.95 -28.19 -2.79  C157 1.090
163 H 4.61 -29.77 -2.15  C157 1.090
164 H 4.88 -28.88 0.11  C158 1.090
165 H 4.34 -27.48 -0.99  C158 1.090
166 H 7.04 -27.87 0.46  C159 1.090
167 H 6.44 -26.40 -0.37  C159 1.090
168 H 6.98 -29.97 -1.39  C161 1.090
169 H 7.13 -29.38 -3.06  C161 1.090

The orbital gap is 9.6 eV.

=====

x | Molecular formula: C52H104O13
Method: DFT, ωB97M-V/def2-TZVPD

Last columns: bonded neighbours and bond lengths (Å).
Element x y z (Å)
1 C 1.50 12.51 -9.87  C2 1.525, C5 1.564, H6 1.090, H7 1.090
2 C 0.36 11.66 -10.42  C1 1.525, C3 1.521, H8 1.090, H9 1.090
3 C -0.44 12.67 -11.23  C2 1.521, O4 1.427, H10 1.090, H11 1.090
4 O -0.33 13.93 -10.57  C3 1.427, C5 1.492
5 C 1.00 13.99 -9.90  C1 1.564, O4 1.492, H12 1.090, H13 1.090
6 H 2.46 12.26 -10.34  C1 1.090
7 H 1.57 12.24 -8.82  C1 1.090
8 H -0.18 11.11 -9.65  C2 1.090
9 H 0.80 10.86 -11.01  C2 1.090
10 H -1.43 12.25 -11.39  C3 1.090
11 H -0.02 12.79 -12.23  C3 1.090
12 H 0.82 14.47 -8.94  C5 1.090
13 H 1.71 14.64 -10.41  C5 1.090
14 C -1.21 16.09 -5.23  C15 1.521, C18 1.483, H19 1.090, H20 1.090
15 C -1.45 16.81 -6.54  C14 1.521, C16 1.561, H21 1.090, H22 1.090
16 C -0.02 16.91 -7.14  C15 1.561, O17 1.444, H23 1.090, H24 1.090
17 O 0.45 15.57 -6.90  C16 1.444, C18 1.502
18 C -0.27 15.04 -5.69  C14 1.483, O17 1.502, H25 1.090, H26 1.090
19 H -2.10 15.62 -4.81  C14 1.090
20 H -0.70 16.77 -4.55  C14 1.090
21 H -1.86 17.82 -6.51  C15 1.090
22 H -2.12 16.32 -7.26  C15 1.090
23 H 0.57 17.69 -6.65  C16 1.090
24 H -0.08 17.14 -8.20  C16 1.090
25 H 0.43 14.86 -4.87  C18 1.090
26 H -0.95 14.20 -5.79  C18 1.090
27 C 1.24 12.48 -3.08  C28 1.498, C31 1.511, H32 1.090, H33 1.090
28 C 0.68 13.54 -2.19  C27 1.498, C29 1.517, H34 1.090, H35 1.090
29 C 0.40 12.82 -0.88  C28 1.517, O30 1.462, H36 1.090, H37 1.090
30 O 1.60 11.99 -0.78  C29 1.462, C31 1.443
31 C 1.84 11.49 -2.11  C27 1.511, O30 1.443, H38 1.090, H39 1.090
32 H 1.75 12.90 -3.95  C27 1.090
33 H 0.38 12.05 -3.58  C27 1.090
34 H -0.20 14.03 -2.61  C28 1.090
35 H 1.33 14.39 -1.98  C28 1.090
36 H -0.50 12.20 -0.84  C29 1.090
37 H 0.30 13.41 0.03  C29 1.090
38 H 1.50 10.46 -2.21  C31 1.090
39 H 2.92 11.41 -2.25  C31 1.090
40 C 5.18 15.64 -7.27  C41 1.552, C44 1.485, H45 1.090, H46 1.090
41 C 5.14 14.22 -7.90  C40 1.552, C42 1.546, H47 1.090, H48 1.090
42 C 5.04 13.41 -6.59  C41 1.546, O43 1.412, H49 1.090, H50 1.090
43 O 4.57 14.24 -5.56  C42 1.412, C44 1.415
44 C 4.49 15.60 -5.96  C40 1.485, O43 1.415, H51 1.090, H52 1.090
45 H 4.83 16.36 -8.00  C40 1.090
46 H 6.19 15.93 -6.99  C40 1.090
47 H 6.01 14.01 -8.51  C41 1.090
48 H 4.29 14.24 -8.59  C41 1.090
49 H 6.05 13.10 -6.32  C42 1.090
50 H 4.39 12.55 -6.77  C42 1.090
51 H 4.87 16.26 -5.18  C44 1.090
52 H 3.43 15.86 -5.97  C44 1.090
53 C 3.62 19.16 -10.16  C54 1.534, C57 1.552, H58 1.090, H59 1.090
54 C 3.53 18.64 -11.60  C53 1.534, C55 1.567, H60 1.090, H61 1.090
55 C 2.17 17.85 -11.68  C54 1.567, O56 1.441, H62 1.090, H63 1.090
56 O 1.51 18.28 -10.47  C55 1.441, C57 1.481
57 C 2.15 19.40 -9.74  C53 1.552, O56 1.481, H64 1.090, H65 1.090
58 H 4.24 20.04 -10.30  C53 1.090
59 H 4.01 18.43 -9.45  C53 1.090
60 H 4.38 18.09 -12.00  C54 1.090
61 H 3.52 19.55 -12.19  C54 1.090
62 H 2.42 16.79 -11.58  C55 1.090
63 H 1.50 18.04 -12.51  C55 1.090
64 H 2.10 19.30 -8.66  C57 1.090
65 H 1.69 20.36 -9.98  C57 1.090
66 C 10.07 14.77 -6.66  C67 1.534, C70 1.522, H71 1.090, H72 1.090
67 C 9.15 13.54 -6.66  C66 1.534, C68 1.489, H73 1.090, H74 1.090
68 C 8.76 13.34 -5.24  C67 1.489, O69 1.450, H75 1.090, H76 1.090
69 O 8.69 14.71 -4.77  C68 1.450, C70 1.435
70 C 9.41 15.64 -5.60  C66 1.522, O69 1.435, H77 1.090, H78 1.090
71 H 10.15 15.30 -7.61  C66 1.090
72 H 11.09 14.50 -6.41  C66 1.090
73 H 9.70 12.65 -6.97  C67 1.090
74 H 8.38 13.76 -7.40  C67 1.090
75 H 9.64 12.85 -4.83  C68 1.090
76 H 7.90 12.69 -5.12  C68 1.090
77 H 10.21 16.21 -5.11  C70 1.090
78 H 8.73 16.34 -6.09  C70 1.090
79 C 5.94 21.42 -7.85  C80 1.553, C83 1.570, H84 1.090, H85 1.090
80 C 7.37 21.49 -8.47  C79 1.553, C81 1.515, H86 1.090, H87 1.090
81 C 7.92 22.70 -7.76  C80 1.515, O82 1.337, H88 1.090, H89 1.090
82 O 6.91 23.51 -7.43  C81 1.337, C83 1.429
83 C 5.80 22.73 -6.99  C79 1.570, O82 1.429, H90 1.090, H91 1.090
84 H 5.75 20.51 -7.30  C79 1.090
85 H 5.12 21.46 -8.57  C79 1.090
86 H 7.40 21.57 -9.55  C80 1.090
87 H 7.94 20.59 -8.23  C80 1.090
88 H 8.60 23.34 -8.32  C81 1.090
89 H 8.44 22.52 -6.81  C81 1.090
90 H 4.87 23.20 -7.33  C83 1.090
91 H 5.74 22.57 -5.91  C83 1.090
92 C 3.56 15.74 0.07  C93 1.517, C96 1.572, H97 1.090, H98 1.090
93 C 4.02 14.68 -0.91  C92 1.517, C94 1.572, H99 1.090, H100 1.090
94 C 4.35 15.38 -2.28  C93 1.572, O95 1.430, H101 1.090, H102 1.090
95 O 4.09 16.77 -2.04  C94 1.430, C96 1.402
96 C 3.20 16.87 -0.96  C92 1.572, O95 1.402, H103 1.090, H104 1.090
97 H 4.40 16.15 0.63  C92 1.090
98 H 2.77 15.48 0.78  C92 1.090
99 H 3.36 13.83 -1.07  C93 1.090
100 H 4.97 14.27 -0.57  C93 1.090
101 H 3.73 15.00 -3.09  C94 1.090
102 H 5.38 15.26 -2.61  C94 1.090
103 H 2.20 16.60 -1.29  C96 1.090
104 H 3.00 17.91 -0.72  C96 1.090
105 C 6.07 9.23 -9.50  C106 1.494, C109 1.520, H110 1.090, H111 1.090
106 C 7.24 9.25 -8.58  C105 1.494, C107 1.522, H112 1.090, H113 1.090
107 C 8.23 10.16 -9.30  C106 1.522, O108 1.443, H114 1.090, H115 1.090
108 O 8.15 9.56 -10.61  C107 1.443, C109 1.454
109 C 6.83 9.00 -10.80  C105 1.520, O108 1.454, H116 1.090, H117 1.090
110 H 5.53 10.17 -9.49  C105 1.090
111 H 5.46 8.39 -9.16  C105 1.090
112 H 7.55 8.23 -8.39  C106 1.090
113 H 6.91 9.74 -7.66  C106 1.090
114 H 9.17 10.20 -8.75  C107 1.090
115 H 8.00 11.22 -9.38  C107 1.090
116 H 7.01 7.94 -11.01  C109 1.090
117 H 6.34 9.46 -11.66  C109 1.090
118 C 6.47 10.50 -1.54  C119 1.578, C122 1.550, H123 1.090, H124 1.090
119 C 6.28 9.05 -2.14  C118 1.578, C120 1.577, H125 1.090, H126 1.090
120 C 7.33 9.16 -3.31  C119 1.577, O121 1.412, H127 1.090, H128 1.090
121 O 7.47 10.53 -3.59  C120 1.412, C122 1.396
122 C 6.52 11.27 -2.88  C118 1.550, O121 1.396, H129 1.090, H130 1.090
123 H 7.36 10.70 -0.95  C118 1.090
124 H 5.60 10.76 -0.93  C118 1.090
125 H 5.29 8.83 -2.55  C119 1.090
126 H 6.51 8.35 -1.33  C119 1.090
127 H 6.88 8.53 -4.07  C120 1.090
128 H 8.30 8.80 -2.94  C120 1.090
129 H 5.63 11.34 -3.51  C122 1.090
130 H 6.90 12.29 -2.84  C122 1.090
131 C 1.17 22.89 -6.22  C132 1.515, C135 1.490, H136 1.090, H137 1.090
132 C 1.76 22.49 -4.88  C131 1.515, C133 1.538, H138 1.090, H139 1.090
133 C 2.32 21.07 -5.07  C132 1.538, O134 1.393, H140 1.090, H141 1.090
134 O 2.81 21.32 -6.35  C133 1.393, C135 1.388
135 C 2.16 22.25 -7.14  C131 1.490, O134 1.388, H142 1.090, H143 1.090
136 H 1.22 23.98 -6.26  C131 1.090
137 H 0.14 22.55 -6.30  C131 1.090
138 H 1.04 22.61 -4.07  C132 1.090
139 H 2.56 23.18 -4.61  C132 1.090
140 H 1.59 20.26 -5.12  C133 1.090
141 H 3.17 20.78 -4.45  C133 1.090
142 H 1.64 21.77 -7.97  C135 1.090
143 H 2.85 23.01 -7.51  C135 1.090
144 C 4.32 21.29 -1.70  C145 1.570, C148 1.579, H149 1.090, H150 1.090
145 C 4.88 21.01 -0.26  C144 1.570, C146 1.507, H151 1.090, H152 1.090
146 C 6.36 20.88 -0.49  C145 1.507, O147 1.422, H153 1.090, H154 1.090
147 O 6.69 21.30 -1.81  C146 1.422, C148 1.480
148 C 5.53 21.06 -2.70  C144 1.579, O147 1.480, H155 1.090, H156 1.090
149 H 4.07 22.34 -1.84  C144 1.090
150 H 3.44 20.71 -1.97  C144 1.090
151 H 4.50 20.14 0.26  C145 1.090
152 H 4.62 21.82 0.42  C145 1.090
153 H 6.72 19.86 -0.44  C146 1.090
154 H 6.90 21.50 0.22  C146 1.090
155 H 5.66 20.03 -3.02  C148 1.090
156 H 5.61 21.76 -3.52  C148 1.090
157 C 3.00 9.75 -6.74  C158 1.463, C161 1.544, H162 1.090, H163 1.090
158 C 3.44 8.38 -6.99  C157 1.463, C159 1.507, H164 1.090, H165 1.090
159 C 2.93 7.71 -5.75  C158 1.507, O160 1.396, H166 1.090, H167 1.090
160 O 2.80 8.66 -4.74  C159 1.396, C161 1.449
161 C 3.32 9.92 -5.24  C157 1.544, O160 1.449, H168 1.090, H169 1.090
162 H 1.99 9.87 -7.14  C157 1.090
163 H 3.63 10.35 -7.40  C157 1.090
164 H 4.52 8.32 -7.00  C158 1.090
165 H 2.98 7.87 -7.84  C158 1.090
166 H 3.58 6.89 -5.46  C159 1.090
167 H 1.88 7.43 -5.89  C159 1.090
168 H 4.37 9.86 -4.97  C161 1.090
169 H 2.78 10.81 -4.92  C161 1.090

The orbital gap is 9.8 eV.

=====

Stability comparison, relative energies in kcal/mol: w 0.0; x 14.5